[1]
79
Properties=species:S:1:pos:R:3:forces:R:3 method="wB97M-V/def2-TZVPD" de_lowest_ev=3.941 homo_energy_ev=-5.25 largest_force_ev_per_a=5.096 total_energy_ev=-81525.937 orbital_gap_ev=4.84
Yb -0.120 -0.569 -0.073 -3.383 -1.602 -3.458
C 3.618 -1.371 3.698 0.037 0.417 0.002
C 2.612 -1.925 2.740 0.548 -0.790 0.593
C 2.318 -3.260 2.546 0.299 0.141 0.284
C 1.331 -3.271 1.567 -0.459 0.205 -0.456
N 1.056 -2.002 1.200 0.020 -2.358 0.251
N 1.837 -1.197 1.916 2.797 -0.188 2.807
B 1.762 0.322 1.731 -0.947 -0.779 -0.908
N 0.440 0.937 2.256 1.352 2.392 3.335
N -0.752 0.635 1.726 -1.825 0.706 0.806
C -1.693 1.315 2.414 0.149 -0.491 -0.481
C -1.080 2.052 3.419 0.246 0.251 0.311
C 0.267 1.782 3.291 -0.374 0.763 0.823
C 1.359 2.334 4.153 0.367 -0.122 -0.093
C -3.141 1.257 2.100 -0.133 -0.253 -0.346
C -4.081 1.995 2.845 -0.171 -0.383 -0.523
C -5.442 1.933 2.526 0.454 -0.290 -0.290
C -5.879 1.136 1.466 0.334 0.050 0.083
C -4.956 0.399 0.721 0.294 0.340 0.405
C -3.595 0.457 1.035 -0.518 0.264 0.280
N 2.318 0.799 0.365 3.542 2.259 1.190
N 1.756 0.451 -0.799 0.747 0.539 -1.773
C 2.483 1.009 -1.790 -0.548 -0.461 0.157
C 3.545 1.712 -1.237 0.326 0.239 0.244
C 3.410 1.551 0.127 0.871 0.669 -0.427
C 4.321 2.116 1.171 -0.098 -0.087 0.380
C 2.152 0.869 -3.229 -0.373 -0.239 -0.166
C 2.938 1.481 -4.224 -0.542 -0.347 -0.133
C 2.603 1.343 -5.575 -0.293 -0.225 0.462
C 1.484 0.597 -5.948 0.088 0.070 0.337
C 0.696 -0.015 -4.971 0.445 0.338 0.260
C 1.026 0.119 -3.619 0.270 0.226 -0.487
C 0.656 -4.455 0.983 -0.385 -0.290 -0.369
C -0.330 -4.280 -0.007 0.236 -1.361 0.698
C -0.976 -5.386 -0.568 0.565 -0.060 0.552
C -0.649 -6.676 -0.147 0.154 0.288 0.111
C 0.326 -6.864 0.835 -0.059 0.546 -0.096
C 0.977 -5.762 1.399 -0.371 0.131 -0.409
H 4.118 -2.192 4.255 -0.364 0.556 -0.403
H 4.386 -0.796 3.141 -0.308 -0.204 0.465
H 3.112 -0.702 4.423 0.444 -0.258 -0.295
H 2.768 -4.101 3.054 -0.068 0.146 -0.081
H 1.046 0.031 1.041 -2.163 -1.186 -2.061
H -1.541 2.701 4.151 0.089 -0.103 -0.105
H 0.938 3.002 4.934 0.252 -0.474 -0.548
H 1.899 1.501 4.648 -0.114 0.551 -0.218
H 2.067 2.916 3.531 -0.195 -0.293 0.461
H -3.775 2.623 3.669 0.137 -0.021 0.010
H -6.158 2.504 3.102 0.030 -0.002 0.016
H -6.932 1.090 1.222 -0.006 -0.004 0.011
H -5.296 -0.218 -0.101 0.030 -0.037 0.014
H -2.899 -0.122 0.441 0.007 0.042 0.067
H 4.317 2.270 -1.747 -0.108 -0.091 0.092
H 5.144 2.693 0.699 -0.580 -0.415 0.290
H 3.750 2.792 1.838 0.438 -0.341 -0.176
H 4.759 1.291 1.770 -0.176 0.556 -0.154
H 3.810 2.066 -3.968 0.019 -0.007 0.133
H 3.212 1.818 -6.333 0.018 0.000 0.030
H 1.226 0.494 -6.994 0.013 -0.004 -0.010
H -0.172 -0.593 -5.261 0.011 -0.039 0.047
H 0.399 -0.364 -2.879 0.058 -0.030 0.011
H -0.601 -3.290 -0.350 0.037 -0.011 -0.054
H -1.732 -5.241 -1.329 -0.009 0.090 -0.023
H -1.151 -7.531 -0.582 0.000 -0.055 0.008
H 0.578 -7.865 1.159 0.025 0.013 0.025
H 1.727 -5.939 2.157 0.070 0.071 0.060
O -1.275 0.779 -1.319 -2.314 3.037 -2.446
N -2.017 1.633 -2.117 -0.035 -1.848 0.282
C -3.016 1.125 -2.913 0.437 2.143 0.035
C -3.782 2.033 -3.742 1.026 -2.236 1.280
C -3.506 3.352 -3.721 1.549 1.849 1.057
C -2.441 3.859 -2.865 -2.074 -0.594 -1.735
C -1.748 2.989 -2.108 0.659 -1.218 0.774
H -3.185 0.057 -2.883 0.230 0.050 0.172
H -4.564 1.618 -4.362 0.027 -0.030 0.028
H -4.060 4.056 -4.327 -0.021 -0.049 -0.010
H -2.223 4.917 -2.851 0.080 -0.071 0.081
H -0.943 3.292 -1.448 -0.070 -0.273 -0.024
H -0.838 -2.117 -1.081 -0.741 0.287 -1.065

[2]
84
Properties=species:S:1:pos:R:3:forces:R:3 method="wB97M-V/def2-TZVPD" homo_energy_ev=-2.00 largest_force_ev_per_a=1.987 total_charge=-1 total_energy_ev=-88009.619 orbital_gap_ev=4.28
Mg 0.263 -0.632 0.634 -0.666 0.482 -0.091
C 3.094 0.795 -0.071 -0.280 -0.236 -0.135
C 3.447 0.923 -1.566 -0.328 -0.147 0.064
C 2.299 1.056 -2.547 -0.171 -0.187 0.123
C 2.034 2.269 -3.180 0.009 0.042 0.020
C 0.985 2.351 -4.079 0.050 0.025 0.009
C 0.222 1.220 -4.326 -0.009 0.050 0.035
C 0.548 0.057 -3.654 0.159 -0.099 0.165
N 1.564 -0.035 -2.793 0.048 0.043 -0.015
N 2.491 -0.488 0.411 0.542 -0.238 0.044
C 2.757 -0.607 1.879 -0.074 0.057 -0.388
C 2.041 0.483 2.644 -0.265 0.015 -0.292
C 2.541 1.017 3.819 0.123 -0.059 -0.018
C 1.777 1.946 4.503 -0.089 0.084 0.055
C 0.555 2.335 3.977 0.039 0.042 0.035
C 0.148 1.777 2.776 0.050 -0.105 -0.106
N 0.861 0.861 2.134 0.765 0.419 0.507
C 2.998 -1.676 -0.314 -0.074 0.377 0.394
C 2.232 -2.928 0.007 -0.311 0.142 0.103
C 2.857 -4.157 0.164 0.168 0.062 0.002
C 2.077 -5.281 0.348 -0.106 -0.072 0.055
C 0.698 -5.136 0.370 -0.017 -0.082 -0.061
C 0.160 -3.870 0.227 -0.102 0.208 0.191
N 0.903 -2.775 0.061 0.712 -0.468 -0.491
H 2.398 1.597 0.178 0.027 0.004 0.050
H 4.024 0.975 0.480 0.130 -0.115 0.047
H 4.074 0.091 -1.888 0.094 0.011 -0.014
H 4.056 1.825 -1.630 0.033 0.063 -0.059
H 2.634 3.140 -2.946 -0.059 -0.051 0.010
H 0.758 3.289 -4.573 -0.005 -0.031 0.047
H -0.619 1.246 -5.005 -0.024 -0.005 -0.018
H -0.033 -0.852 -3.809 0.113 0.146 0.038
H 3.834 -0.582 2.081 0.116 0.086 -0.041
H 2.337 -1.556 2.232 -0.053 0.019 -0.056
H 3.510 0.705 4.192 -0.047 -0.028 -0.012
H 2.135 2.368 5.434 -0.012 0.002 0.001
H -0.069 3.061 4.481 0.015 -0.030 -0.027
H -0.790 2.062 2.312 0.039 -0.050 0.016
H 4.072 -1.829 -0.153 0.094 -0.006 0.067
H 2.826 -1.498 -1.370 0.059 0.110 -0.199
H 3.940 -4.221 0.151 -0.097 0.033 0.002
H 2.535 -6.252 0.498 -0.027 0.033 -0.025
H 0.047 -5.988 0.524 0.014 0.071 0.017
H -0.910 -3.702 0.297 0.072 0.021 0.020
O 0.910 2.983 -0.254 -0.326 -0.248 -0.003
C -0.108 2.349 -0.586 0.176 -0.475 0.195
O -0.361 1.111 -0.384 0.163 0.931 -0.442
C -1.165 3.144 -1.349 -0.006 -0.068 -0.017
C -2.191 2.509 -2.032 -0.071 0.077 -0.010
C -3.128 3.226 -2.789 -0.014 -0.225 -0.014
C -2.982 4.588 -2.816 -0.140 -0.032 -0.088
O -3.760 5.511 -3.477 -0.073 0.232 -0.061
C -3.189 6.791 -3.190 0.212 -0.472 0.205
O -2.071 6.589 -2.326 -0.126 0.187 -0.118
C -1.972 5.225 -2.132 0.174 0.083 0.112
C -1.043 4.540 -1.396 0.079 0.058 0.039
H -2.244 1.433 -1.968 -0.024 -0.103 0.006
H -3.930 2.738 -3.334 0.112 0.034 0.080
H -3.928 7.417 -2.696 -0.137 0.059 0.148
H -2.860 7.259 -4.116 0.110 0.017 -0.171
H -0.231 5.023 -0.865 -0.070 -0.049 -0.067
C -1.966 -2.682 -2.696 -0.203 0.180 0.153
N -2.863 -1.744 -2.030 0.371 -0.102 0.025
C -2.514 -1.171 -0.827 0.524 -0.256 -0.054
N -3.469 -0.440 -0.211 0.191 0.027 -0.032
O -1.379 -1.303 -0.369 -0.997 -0.193 -0.694
H -2.223 -3.721 -2.486 -0.039 -0.036 0.038
H -0.960 -2.504 -2.329 0.066 0.048 0.049
H -1.988 -2.523 -3.773 -0.018 0.028 -0.025
H -3.838 -1.799 -2.249 -0.156 0.002 -0.045
H -4.429 -0.474 -0.496 -0.064 -0.022 -0.001
H -3.248 -0.159 0.729 -0.015 0.042 0.327
Cl -2.774 -0.446 3.266 0.036 0.038 -0.258
C -2.056 -2.018 3.657 0.407 -0.293 0.049
C -2.785 -2.830 4.493 0.124 -0.035 -0.055
C -2.251 -4.027 4.992 -0.056 0.059 -0.003
C -0.919 -4.319 4.676 0.107 0.193 -0.177
C -0.183 -3.501 3.848 -0.406 0.109 0.110
Cl 1.524 -3.891 3.634 0.065 0.033 -0.103
C -0.673 -2.283 3.146 0.281 0.380 -0.428
N -0.011 -1.599 2.284 -1.040 -0.945 1.405
H -3.783 -2.522 4.791 0.056 0.013 -0.049
H -2.828 -4.669 5.648 0.045 0.052 -0.064
H -0.444 -5.196 5.104 0.025 0.029 -0.030

[3]
84
Properties=species:S:1:pos:R:3:forces:R:3 method="wB97M-V/def2-TZVPD" homo_energy_ev=-8.87 largest_force_ev_per_a=0.767 smiles="COCCCc1c(CCC(F)=C(F)F)cc2c(c1CCCSC(=S)n1ccnc1)C(=O)c1c(C[C@@H](C)I)cc(Cl)c(CCC(F)(F)F)c1C2=O" total_energy_ev=-104567.541 orbital_gap_ev=7.78
C -2.155 1.856 3.041 -0.142 0.185 0.429
O -2.122 3.201 2.600 0.183 -0.336 -0.215
C -2.414 3.423 1.228 -0.318 0.554 0.215
C -1.402 4.389 0.612 -0.243 -0.103 -0.392
C -0.386 3.761 -0.378 0.100 0.260 0.439
C -0.031 2.316 -0.123 0.000 -0.237 0.011
C 0.647 1.961 1.055 -0.027 -0.109 0.075
C 1.112 2.975 2.063 0.380 0.502 -0.226
C 2.313 3.816 1.531 0.370 0.222 0.337
C 2.063 5.275 1.699 0.256 0.206 -0.021
F 1.668 5.675 2.931 -0.494 -0.174 -0.240
C 2.164 6.205 0.761 -0.167 0.103 -0.033
F 2.854 6.048 -0.360 -0.526 -0.197 -0.092
F 1.568 7.385 0.797 0.550 0.032 0.221
C 0.947 0.630 1.307 0.119 0.007 0.095
C 0.561 -0.362 0.431 -0.110 0.012 -0.145
C -0.095 -0.028 -0.749 -0.090 0.176 0.095
C -0.371 1.314 -1.048 -0.062 -0.209 -0.290
C -1.032 1.672 -2.366 0.137 0.514 0.553
C -0.079 2.341 -3.362 -0.001 -0.353 -0.371
C 1.092 1.488 -3.857 -0.035 0.317 -0.419
S 2.480 1.582 -2.707 0.022 0.062 0.394
C 3.134 -0.019 -2.624 -0.273 -0.325 -0.383
S 2.760 -1.266 -3.600 0.162 0.078 0.032
N 4.094 -0.138 -1.613 0.046 0.027 -0.162
C 4.053 0.349 -0.316 0.274 0.151 0.153
C 5.212 -0.063 0.258 -0.095 0.051 0.010
N 5.982 -0.770 -0.641 -0.109 0.067 -0.077
C 5.289 -0.803 -1.741 0.384 -0.244 0.418
C -0.466 -1.178 -1.628 0.094 -0.025 -0.018
O -0.420 -1.136 -2.838 -0.102 -0.003 0.110
C -0.892 -2.417 -0.893 -0.137 0.142 0.014
C -1.929 -3.217 -1.367 0.229 -0.069 -0.147
C -2.699 -2.970 -2.641 -0.546 -0.329 0.083
C -4.222 -2.789 -2.401 0.367 0.477 0.144
C -4.552 -2.066 -1.098 -0.154 0.119 -0.518
I -4.967 -1.536 -4.003 -0.092 -0.206 -0.088
C -2.270 -4.325 -0.608 0.019 -0.010 -0.074
C -1.615 -4.630 0.567 -0.205 -0.094 0.000
Cl -2.217 -6.013 1.426 -0.025 -0.009 0.107
C -0.560 -3.866 1.060 0.396 0.066 -0.085
C 0.160 -4.185 2.350 -0.098 0.084 0.269
C 0.717 -5.611 2.472 -0.020 -0.239 -0.159
C 0.337 -6.339 3.745 -0.010 0.056 0.166
F 1.200 -6.048 4.747 -0.111 -0.076 -0.105
F -0.890 -6.031 4.211 0.125 -0.063 -0.053
F 0.362 -7.675 3.570 0.091 0.159 0.060
C -0.231 -2.738 0.301 0.104 -0.093 -0.103
C 0.868 -1.794 0.695 0.155 -0.007 0.000
O 1.933 -2.137 1.158 -0.147 0.048 0.114
H -2.677 1.201 2.341 0.109 -0.048 -0.115
H -2.695 1.820 3.989 -0.038 0.025 -0.003
H -1.144 1.492 3.234 0.030 -0.116 -0.192
H -2.487 2.485 0.672 0.169 -0.085 0.015
H -3.402 3.894 1.182 -0.064 -0.070 -0.002
H -1.967 5.132 0.047 0.062 0.075 -0.018
H -0.918 4.951 1.409 0.026 -0.097 0.086
H -0.789 3.905 -1.373 0.059 -0.157 -0.072
H 0.531 4.353 -0.339 -0.011 0.033 -0.100
H 1.447 2.481 2.971 -0.153 -0.145 0.028
H 0.315 3.655 2.353 -0.140 -0.162 0.027
H 2.501 3.630 0.474 0.040 -0.078 -0.016
H 3.218 3.547 2.080 0.024 -0.133 -0.078
H 1.484 0.369 2.211 0.028 -0.079 0.000
H -1.501 0.801 -2.808 0.037 -0.009 -0.131
H -1.826 2.390 -2.148 -0.114 -0.061 -0.083
H 0.327 3.277 -2.978 -0.127 0.064 0.120
H -0.669 2.599 -4.245 0.010 0.062 -0.021
H 1.458 1.924 -4.787 0.039 -0.041 -0.028
H 0.818 0.461 -4.083 0.073 -0.126 0.313
H 3.222 0.906 0.076 -0.073 -0.043 -0.132
H 5.535 0.093 1.273 0.009 0.011 0.017
H 5.622 -1.283 -2.645 -0.279 0.065 -0.176
H -2.333 -2.120 -3.196 0.252 -0.013 0.083
H -2.567 -3.859 -3.261 0.077 0.138 -0.231
H -4.761 -3.724 -2.508 -0.087 -0.006 0.054
H -4.356 -2.695 -0.233 0.022 0.033 0.086
H -5.594 -1.751 -1.107 -0.068 -0.135 0.186
H -3.956 -1.153 -1.049 0.094 -0.031 0.201
H -3.069 -4.974 -0.939 -0.041 -0.025 0.024
H -0.531 -3.962 3.166 -0.056 -0.209 0.044
H 0.994 -3.508 2.470 -0.061 0.112 -0.024
H 0.411 -6.243 1.641 -0.098 0.007 0.017
H 1.805 -5.605 2.454 0.030 0.078 -0.008